No. 1
Density functional theory data (ωB97M-V/def2-TZVPD) for C34H51BrCaN2P2 as an isolated structure in a non-equilibrium geometry.

```
91
Properties=species:S:1:pos:R:3:forces:R:3
C 6.86260 -3.23243 -3.55039 0.0 -0.1 -0.2
C 5.57560 -2.88143 -4.00549 0.5 -0.3 -0.4
C 5.25828 -3.14920 -5.35242 0.2 0.0 0.0
C 6.22724 -3.74647 -6.17631 -0.2 0.3 0.9
N 7.44093 -4.06973 -5.72096 0.1 -0.1 -0.1
C 7.76552 -3.82697 -4.44793 -0.9 0.4 0.1
C 4.61492 -2.26777 -3.12099 -1.0 0.6 0.9
C 3.80105 -1.75016 -2.37000 1.0 -0.7 -1.0
C 2.83987 -1.14588 -1.49233 -0.1 0.0 0.1
C 2.66688 -1.62739 -0.18522 -0.2 0.5 0.3
C 1.73467 -1.02293 0.68642 0.5 -1.0 0.1
C 0.97614 0.01199 0.20207 0.9 -0.1 -0.4
C 1.11812 0.53905 -1.05917 0.1 0.1 -0.9
C 2.06640 -0.05512 -1.91906 -0.2 0.2 0.4
Ca -0.48215 1.26070 1.80303 -0.7 0.7 -0.6
P -1.82674 -1.05735 1.31514 -0.2 -0.3 0.3
H 4.27497 -2.89696 -5.75411 0.3 -0.1 0.2
H 7.15757 -3.04675 -2.51583 -0.1 0.0 -0.3
H 5.99859 -3.96100 -7.22603 0.2 0.0 0.4
H 8.77006 -4.10631 -4.11166 -0.4 0.1 -0.2
H 2.21032 0.32969 -2.92717 -0.1 0.0 0.2
H 3.26806 -2.46774 0.15180 -0.1 0.2 0.0
H 0.54968 1.38902 -1.44216 0.0 -0.3 0.1
H 1.66277 -1.42059 1.70327 -0.2 0.1 -0.3
C -3.45981 -0.55848 1.99486 -0.1 0.3 0.0
C -4.65587 -1.47822 1.73282 -0.3 -0.1 0.1
H -3.66480 0.44901 1.58084 0.0 -0.4 0.2
H -3.31738 -0.39031 3.07850 0.0 -0.1 -0.3
H -5.48145 -1.12549 2.36530 0.1 -0.2 -0.3
H -4.99597 -1.42604 0.68873 0.2 0.0 0.3
H -4.46743 -2.52983 1.98988 0.0 0.4 -0.1
C -2.09189 -1.72829 -0.35671 0.0 0.4 -0.4
C -1.73144 -3.19197 -0.56833 0.0 -0.3 -0.2
H -1.47179 -1.10461 -1.02577 -0.3 -0.3 0.1
H -3.14233 -1.52089 -0.60746 0.3 -0.1 -0.1
H -1.85966 -3.41416 -1.63251 0.1 -0.1 0.2
H -0.68462 -3.40207 -0.30843 -0.3 0.0 -0.1
H -2.37728 -3.88307 -0.01500 0.1 0.2 -0.1
C -1.17188 -2.39524 2.37980 0.2 0.0 0.0
C -2.17956 -3.39262 2.93905 0.1 -0.4 0.3
H -0.62907 -1.91273 3.21010 -0.2 -0.3 -0.3
H -0.40919 -2.91026 1.77684 -0.2 0.1 0.2
H -1.61262 -4.14464 3.50353 -0.3 0.1 -0.1
H -2.89047 -2.92173 3.63402 0.2 -0.1 -0.3
H -2.73676 -3.92630 2.15611 0.2 0.2 0.3
Br -2.02604 3.06848 3.09454 0.7 -0.2 -0.2
P -3.19619 1.98634 -3.90843 0.1 0.0 -0.1
C -3.72877 0.47947 -2.96678 0.1 0.0 -0.1
C -5.24386 0.26611 -3.00502 -0.1 -0.2 0.1
H -3.37056 0.58645 -1.93163 0.0 -0.2 -0.1
H -3.20511 -0.37320 -3.42410 -0.2 0.1 0.1
H -5.48026 -0.77029 -2.73898 -0.1 0.2 0.0
H -5.76014 0.92003 -2.29090 0.1 -0.1 -0.2
H -5.65337 0.45977 -4.00502 0.1 -0.1 0.3
C -2.75797 3.12762 -2.51660 -0.3 -0.1 -0.1
C -2.88211 4.59495 -2.94044 0.0 0.1 0.2
H -1.73700 2.89973 -2.17681 -0.1 0.0 0.1
H -3.45779 2.89625 -1.70224 0.1 0.2 -0.1
H -3.01029 5.22583 -2.05565 0.0 0.1 -0.2
H -1.98691 4.94172 -3.46876 -0.2 -0.1 0.0
H -3.74857 4.74642 -3.59709 0.2 0.0 0.2
C -1.48891 1.45770 -4.39637 -0.1 0.2 0.0
C -1.42699 0.95493 -5.84059 0.3 -0.1 0.0
H -1.15680 0.68175 -3.69114 0.2 0.1 -0.1
H -0.84862 2.34215 -4.26413 -0.1 -0.2 -0.1
H -0.39437 0.99985 -6.20086 -0.2 -0.1 -0.1
H -1.76208 -0.08609 -5.92067 0.0 0.2 0.0
H -2.04719 1.56699 -6.50676 0.2 -0.1 0.2
C 1.07987 3.86292 4.85419 -0.3 0.1 0.2
N 1.55872 3.33728 3.53480 -0.1 -0.4 -0.2
C 2.36587 4.35270 2.79851 0.0 0.2 -0.2
C 2.33508 2.00714 3.64808 0.1 0.6 -0.1
C 1.56529 1.05055 4.50510 0.7 0.2 -0.1
C 2.00320 0.74113 5.81909 -0.7 0.1 -0.5
C 1.13229 0.07694 6.68178 0.3 -0.1 0.0
C -0.12564 -0.32545 6.24311 0.2 0.1 -0.6
C -0.51404 -0.08293 4.90419 -0.9 -0.4 0.2
C 0.35575 0.55316 4.05733 0.6 -0.3 2.4
H 1.93188 3.99359 5.52546 -0.1 0.0 -0.2
H 0.34404 3.16914 5.27929 0.3 0.2 -0.2
H 0.57784 4.81955 4.66644 0.2 -0.3 0.1
H 0.67443 3.18069 2.99655 0.4 0.3 0.6
H 3.24976 4.58751 3.40035 -0.2 0.0 -0.2
H 2.66716 3.93157 1.83063 0.0 0.2 0.3
H 1.74961 5.24909 2.64517 0.3 -0.3 0.1
H 2.49613 1.63413 2.61843 0.0 0.2 0.4
H 3.31245 2.27396 4.07812 -0.3 -0.2 -0.1
H 2.98762 1.07365 6.16344 -0.4 -0.1 -0.2
H 1.43902 -0.11571 7.71418 -0.1 0.1 -0.4
H -0.80915 -0.83265 6.92036 0.1 0.1 -0.2
H -1.50735 -0.40126 4.56918 0.3 0.1 0.3
```
Forces are in eV/Å.

Computed properties:
M: 669.73 g/mol
total charge: +2
multiplicity: 1
electronic energy: -5369.29292 Eh

***

No. 2
Density functional theory data (ωB97M-V/def2-TZVPD) for an isolated molecule of C17H24Cl2N2O5S in a non-equilibrium geometry.

```
51
Properties=species:S:1:pos:R:3:forces:R:3
C -3.38646 -1.36983 3.46607 -0.1 0.2 -0.1
H -3.10125 -2.20876 2.83655 0.0 -0.1 -0.1
H -2.49054 -0.93579 3.90474 0.1 0.0 0.1
H -4.02367 -1.73902 4.26477 0.0 -0.1 0.1
C -4.14692 -0.34178 2.63582 -0.1 -0.4 0.1
N -3.30713 0.24299 1.59980 0.0 0.0 0.1
C -3.28654 -0.33657 0.39536 -0.1 -0.1 0.1
O -3.93599 -1.34073 0.11821 -0.3 -0.2 0.6
C -2.42837 0.22483 -0.71204 -0.4 -0.7 -0.5
H -2.83747 1.12904 -1.15508 0.0 0.1 0.0
H -1.38751 0.37664 -0.43782 0.1 0.0 -0.1
S -2.57074 -1.19618 -1.89909 0.0 1.8 -1.3
O -1.53014 -2.13466 -1.46640 0.7 -1.3 0.6
C -1.75679 -0.30266 -3.34550 -0.4 -0.1 0.5
C -0.50342 0.35376 -2.85035 0.0 -0.1 -0.1
O -0.38302 1.55074 -2.70952 -0.1 0.1 0.1
N 0.43907 -0.57281 -2.48118 0.2 -0.3 -0.2
C 1.50279 -0.23154 -1.63169 0.3 0.4 0.2
C 1.54571 -0.83497 -0.37681 0.1 -0.1 0.1
C 2.50040 -0.48417 0.56607 0.1 0.2 -0.1
C 3.45402 0.47906 0.20355 -0.2 -0.2 0.0
C 3.44963 1.05262 -1.05245 -0.2 -0.1 0.1
C 2.47209 0.70592 -1.97564 -0.1 -0.2 0.2
Cl 2.49495 1.41351 -3.54182 0.2 0.1 -0.2
H 4.20231 1.77792 -1.31441 0.1 0.1 0.0
Cl 4.64669 0.93921 1.35802 0.2 0.1 0.1
O 2.57475 -0.97998 1.82600 0.3 0.2 -0.2
C 1.52384 -1.79949 2.29921 -0.6 -0.1 0.1
C 0.19241 -1.04774 2.48156 0.3 -0.1 -0.1
O 0.05023 -0.42655 3.73406 -0.1 -0.1 0.2
C 0.92714 0.66148 3.93391 0.0 0.0 0.1
H 0.77800 1.43019 3.16506 0.0 0.0 0.0
H 1.97441 0.34904 3.91865 0.0 0.1 0.0
H 0.68561 1.07240 4.91196 0.0 0.1 0.0
H -0.63320 -1.75824 2.41276 0.0 0.0 -0.1
H 0.09001 -0.29672 1.68426 -0.1 -0.1 0.0
H 1.37941 -2.66003 1.63685 0.0 0.0 0.0
H 1.86662 -2.16148 3.27152 -0.1 0.0 -0.1
H 0.79198 -1.57634 -0.15878 -0.1 0.0 0.1
H 0.04754 -1.49877 -2.29914 0.0 0.2 -0.1
H -2.46411 0.42726 -3.72768 0.0 0.1 0.0
H -1.55837 -1.07476 -4.08414 -0.1 -0.1 0.0
C -2.58585 1.45184 1.93879 -0.1 0.4 -0.1
C -3.44208 2.70185 1.74353 0.2 -0.2 0.1
H -2.87430 3.58441 2.02424 0.0 0.1 0.0
H -4.33806 2.65732 2.35742 -0.1 0.0 0.1
H -3.74302 2.80000 0.70367 0.0 0.0 -0.1
H -1.68903 1.53183 1.32305 0.0 -0.1 0.1
H -2.27302 1.37030 2.98281 0.1 0.0 -0.1
H -4.51771 0.46501 3.27066 0.0 0.0 -0.1
H -4.99202 -0.82498 2.14029 0.0 0.2 0.1
```
Forces are in eV/Å.

Computed properties:
relative energy (zero: lowest compared OMol25 entry of this formula, charge and spin): 0.251 eV
M: 439.36 g/mol
multiplicity: 1

***

No. 3
Density functional theory data (ωB97M-V/def2-TZVPD) for an isolated molecule of C4H6N2O.

```
13
Properties=species:S:1:pos:R:3:forces:R:3
C -2.21741 0.41559 -0.08710 0.0 0.0 0.0
C -0.72592 0.42137 0.14924 0.1 0.2 0.2
C 0.08761 -0.73041 -0.36635 -0.2 0.1 -0.2
N 1.03989 -1.42304 0.62201 0.4 0.3 -0.3
C 1.51667 -0.61434 -0.21361 -0.1 -0.3 0.3
N 2.65009 -0.04404 -0.67478 0.0 0.0 0.1
O -0.17476 1.33187 0.73771 -0.2 -0.3 -0.2
H -2.57574 1.44285 -0.18248 0.0 -0.1 0.0
H -2.50162 -0.16995 -0.96628 0.1 0.1 0.1
H -2.70297 -0.03452 0.78683 0.1 0.0 -0.1
H -0.36290 -1.37560 -1.12278 0.1 0.1 0.1
H 2.52677 0.89464 -1.02785 0.0 -0.1 -0.1
H 3.45869 -0.14901 -0.07619 -0.1 0.0 0.0
```
Forces are in eV/Å.

Computed properties:
relative energy (zero: lowest compared OMol25 entry of this formula, charge and spin): 2.095 eV
M: 98.10 g/mol
multiplicity: 1
SMILES: CC(=O)[C@@H]1N=C1N

***

No. 4
Density functional theory data (ωB97M-V/def2-TZVPD) for C5H8N2S as an isolated structure in a non-equilibrium geometry.

```
16
Properties=species:S:1:pos:R:3:forces:R:3
C -2.49852 -1.19781 -0.00902 -0.5 -2.9 -1.3
C -1.64675 0.02450 -0.06596 1.7 0.2 1.3
C -0.26774 -0.03668 0.04055 -1.9 2.3 -1.4
C 0.63109 -1.21464 0.14024 -0.4 0.2 1.2
C 0.54373 1.22947 -0.04130 -1.4 -0.3 1.2
H -2.90209 -1.55023 -1.02653 0.2 1.1 1.1
H -3.33731 -1.21692 0.71002 0.4 0.7 -0.4
H -1.95275 -2.14853 0.23733 0.2 1.1 0.1
H -3.24345 1.21468 -0.67338 2.6 0.7 2.3
H -1.89767 2.28369 0.53992 -2.2 -4.8 -2.8
H 0.49645 -1.69124 1.12601 0.4 0.2 0.0
H 0.47131 -2.00732 -0.55833 0.0 -0.2 -0.9
H 0.12309 2.20594 -0.05729 -0.7 0.6 -0.1
N -2.38524 1.20523 0.02894 -0.5 3.5 0.1
N 1.80064 1.21791 0.08080 0.2 -1.4 -0.9
S 2.23524 -0.43007 -0.09081 2.0 -0.9 0.4
```
Forces are in eV/Å.

Computed properties:
relative energy (zero: lowest compared OMol25 entry of this formula, charge and spin): 3.117 eV
M: 128.20 g/mol
multiplicity: 1

***

No. 5
Density functional theory data (ωB97M-V/def2-TZVPD) for C16H19N4OPdS3 as an isolated structure.

```
44
Properties=species:S:1:pos:R:3:forces:R:3
Pd 0.58841 -2.56856 -0.97873 0.1 0.0 0.1
N 0.88477 -1.48552 -2.77279 -0.2 0.0 0.0
N 0.41636 -2.17786 -3.90088 0.0 0.0 0.0
C -0.12801 -3.39825 -3.77528 0.0 0.0 0.0
N -0.56836 -3.98940 -4.88382 0.0 0.0 0.0
S -0.25559 -4.19831 -2.28364 0.0 0.0 0.1
H 0.32809 -0.63750 -2.63516 0.1 0.0 0.0
H 1.86587 -1.24882 -2.89373 0.0 0.0 0.0
H 0.45408 -1.70765 -4.79303 0.0 0.0 0.0
H -0.50072 -3.56849 -5.79527 0.0 0.0 0.0
H -0.98077 -4.90521 -4.81703 0.0 0.0 0.0
S 0.21378 -3.75608 0.94417 -0.1 -0.1 0.0
C -1.44261 -3.43629 1.05778 0.1 0.0 -0.1
N -2.57157 -3.19766 1.11501 0.0 0.1 0.0
O 1.43969 -0.96906 0.03290 -0.1 0.1 0.0
S 0.94199 -0.49615 1.41326 -0.1 0.0 0.0
C 1.88751 1.03064 1.60404 0.0 0.0 0.0
C 1.47658 1.75241 2.85707 0.0 0.0 0.0
C 0.94344 3.03485 2.78273 0.0 0.0 0.0
C 0.54099 3.69603 3.93423 0.0 0.0 0.0
C 0.66050 3.07390 5.16792 0.0 0.0 0.0
C 1.19353 1.79476 5.24983 0.0 0.0 0.0
C 1.60301 1.13681 4.10038 0.0 0.0 0.0
C -0.75181 0.16585 1.17150 0.0 0.0 0.0
C -1.05769 0.54076 -0.24957 0.0 0.0 0.0
C -1.84046 -0.30776 -1.02995 0.0 0.0 0.0
C -2.11504 0.00658 -2.35653 0.0 0.0 0.0
C -1.59246 1.16322 -2.92279 0.0 0.0 0.0
C -0.82816 2.02510 -2.14370 0.0 0.0 0.0
C -0.57743 1.72120 -0.81358 0.0 0.0 0.0
H 1.74708 1.62234 0.70060 0.0 0.0 0.0
H 2.92323 0.68779 1.63411 0.0 0.0 0.0
H 0.85707 3.52973 1.82243 0.0 0.0 0.0
H 0.13655 4.69707 3.86697 0.0 0.0 0.0
H 0.34463 3.58722 6.06608 0.0 0.0 0.0
H 1.29592 1.31002 6.21134 0.0 0.0 0.0
H 2.02915 0.14270 4.17321 0.0 0.0 0.0
H -0.81402 1.00521 1.86677 0.0 0.0 0.0
H -1.41888 -0.62283 1.52060 0.0 0.0 0.0
H -2.27628 -1.19733 -0.59240 0.0 -0.1 0.1
H -2.75276 -0.65009 -2.93627 0.0 0.0 0.0
H -1.81692 1.41856 -3.95075 0.0 0.0 0.0
H -0.45503 2.94968 -2.56396 0.0 0.0 0.0
H -0.02763 2.42641 -0.20409 0.0 0.0 0.0
```
Forces are in eV/Å.

Computed properties:
relative energy (zero: lowest compared OMol25 entry of this formula, charge and spin): 0.062 eV
M: 485.98 g/mol
total charge: +1
multiplicity: 1

***

No. 6
Density functional theory data (ωB97M-V/def2-TZVPD) for a 2-piece molecular cluster, C4H7N3 overall.

```
14
Properties=species:S:1:pos:R:3:forces:R:3
C 2.15176 0.42731 0.20279 0.1 0.0 0.1
N 0.97296 0.47579 -0.64242 -0.2 0.0 0.0
C -0.15754 1.04272 -0.24395 -0.1 0.0 -0.3
N -1.21775 1.21256 -0.87453 0.1 -0.1 0.1
N -2.42367 0.88014 -0.98841 0.2 0.2 -0.1
C -1.66284 -1.44038 0.79574 0.4 -0.2 0.2
C -0.73740 -1.96347 1.36061 -0.4 0.2 -0.2
H 2.04414 1.18836 0.97649 0.0 -0.1 -0.1
H 2.26246 -0.55165 0.68437 0.0 0.1 -0.1
H 3.05277 0.64177 -0.38140 -0.2 0.0 0.1
H 0.96629 -0.14197 -1.44734 0.0 0.1 0.1
H -2.87798 1.58246 -1.58303 0.1 -0.1 0.1
H -2.44618 -0.92285 0.26831 0.2 -0.1 0.1
H 0.07296 -2.43080 1.87278 -0.1 0.0 -0.1
```
Forces are in eV/Å.

Computed properties:
relative energy (zero: lowest compared OMol25 entry of this formula, charge and spin): 5.105 eV
M: 97.12 g/mol
multiplicity: 1